Here is C5H6N2PSSr as an isolated structure from OMol25. Energies are from ωB97M-V/def2-TZVPD.

XYZ file:
```
16
Properties=species:S:1:pos:R:3:forces:R:3:mulliken_charge:R:1
H 1.880 -0.256 1.682 -0.212 0.311 -0.259 0.142
C -2.084 -0.278 0.888 0.250 -0.470 0.352 -0.333
H -0.618 -1.827 1.176 0.019 0.038 -0.026 0.462
C -0.084 -0.437 -0.366 0.251 -1.022 0.034 0.959
C -0.907 -0.937 0.627 0.141 -0.444 0.226 -0.237
S 4.155 -0.638 0.136 -0.144 0.213 -0.805 -0.396
H -2.732 -0.635 1.676 -0.145 0.142 -0.093 0.387
Sr 2.549 -0.362 -2.327 1.081 -0.292 -2.229 1.605
P 2.264 -0.129 0.331 -0.849 -1.743 1.479 0.246
N 1.196 -1.057 -0.662 0.533 2.189 1.862 -1.112
H 2.085 1.255 0.024 -0.188 -0.156 0.133 0.181
H 0.132 1.070 -1.845 -0.214 0.132 0.058 -0.267
H -3.302 1.370 0.380 0.113 0.071 -0.192 0.355
N -1.636 1.337 -0.827 0.105 -0.070 0.056 -0.542
C -0.518 0.680 -1.041 0.711 0.390 -0.952 -0.148
C -2.379 0.844 0.148 -1.453 0.710 0.356 -0.303
```
Forces are in eV/Å.

Output
- E_LUMO (eV) = -4.82
- gap between HOMO and LUMO (eV) = 7.854
- net charge = +1

Here is an isolated ion of composition C5H4NO2 and charge -1 from OMol25. Energies are from ωB97M-V/def2-TZVPD.

XYZ file:
```
12
Properties=species:S:1:pos:R:3:forces:R:3:nbo_charge:R:1
H 1.576 -0.680 1.425 -1.893 1.341 -1.060 0.181
H 1.809 -0.704 -0.966 0.098 -0.609 -0.198 0.197
C 1.168 0.090 -0.651 -0.211 1.461 0.820 -0.389
O -2.192 0.889 -1.082 -1.019 0.495 -1.291 -0.713
N -1.317 -2.514 -0.352 0.151 0.241 0.427 -0.423
O -1.485 1.571 0.963 -0.134 0.681 -0.046 -0.745
C -0.814 -1.484 -0.192 -0.245 -1.691 -1.103 0.329
H 1.465 1.039 -1.119 -0.765 -0.327 -0.117 0.204
C 0.921 0.112 0.848 1.038 -3.740 -0.796 -0.406
C -0.236 -0.216 -0.167 1.263 2.043 1.580 -0.326
H 0.589 0.924 1.403 0.018 1.770 0.694 0.247
C -1.484 0.974 -0.110 1.700 -1.664 1.091 0.844
```
Forces are in eV/Å.

Output
- E_LUMO (eV) = 3.91
- gap between HOMO and LUMO (eV) = 8.468
- SMILES = N#CC1(C(=O)[O-])CC1
- net charge = -1
- energy above the lowest of the compared OMol25 structures with the same formula, charge and spin (kJ/mol) = 59.9

Here is a 11-piece molecular cluster, C50H59F7O4S4 overall from OMol25. Energies are from ωB97M-V/def2-TZVPD.

XYZ file:
```
124
Properties=species:S:1:pos:R:3:forces:R:3:lowdin_spin:R:1
H 0.996 0.809 -2.893 -0.288 -0.206 0.023 0.000
C -4.370 0.369 3.663 -3.377 -0.004 -2.117 0.105
C -3.790 -1.005 -4.146 0.758 0.608 1.305 0.001
H 2.308 6.129 2.910 -0.141 0.198 0.102 0.001
H 0.786 -5.726 -1.836 0.740 0.067 -0.052 0.000
C -2.926 6.240 -0.832 -0.630 -0.022 -1.965 0.006
H -2.144 5.873 2.365 -0.188 -0.340 0.234 0.004
H 3.637 -0.703 -0.776 -0.295 0.399 0.429 0.000
C -1.317 4.726 0.777 -0.769 0.208 -0.548 0.002
H 4.086 -4.753 -3.096 -0.335 -0.218 -0.144 0.000
C -2.213 5.624 1.316 0.666 0.728 0.527 0.006
H 2.539 -2.787 1.085 -0.573 -0.053 -0.160 0.001
F -2.250 5.026 -2.746 0.345 0.104 0.360 0.001
H 1.586 -0.723 1.881 0.244 0.200 0.312 0.001
C -3.686 -0.351 -2.926 1.081 -0.430 1.238 0.001
H 4.052 0.342 -2.962 -0.295 -0.118 0.246 0.000
C -1.604 -1.521 -2.329 -0.119 0.917 -0.890 0.001
H -6.372 0.409 2.818 -0.097 -0.176 0.067 0.000
C 0.890 1.418 -3.779 -0.912 0.062 -1.197 0.000
H -0.023 -1.327 1.851 -0.550 0.355 -0.509 0.000
C 2.214 2.793 3.129 -2.666 -1.664 0.998 0.005
C 1.955 5.163 3.240 0.195 0.372 -0.696 0.003
C -2.950 -2.399 1.075 0.198 -0.199 -0.578 0.002
H 2.897 -3.373 -0.543 0.335 0.077 0.060 0.000
H -2.685 -2.325 4.145 0.009 0.000 -0.032 0.003
S 0.759 -4.104 -0.015 -0.876 0.487 2.102 0.002
H 1.275 -2.110 5.807 0.221 0.560 0.331 0.002
H 0.277 0.452 2.273 -0.251 -0.352 0.053 0.000
C 2.545 4.036 2.675 0.192 0.216 0.432 0.004
C 1.005 -5.793 -0.770 -0.531 0.662 1.420 0.000
C 1.082 2.617 4.006 1.624 2.958 -0.335 0.002
H 7.910 -0.679 -0.126 -0.135 -0.339 0.555 0.000
H -0.347 3.719 5.245 -0.082 -0.275 -0.029 0.012
H -0.967 0.576 -4.545 -0.157 -0.012 0.419 0.000
C -2.575 -1.991 6.258 -0.480 0.318 -0.338 0.006
H 2.628 1.403 0.124 0.156 0.143 -0.515 0.000
H -2.959 -1.585 1.800 -0.614 0.225 -0.142 0.002
S 0.583 0.119 -0.084 -1.029 -0.266 -1.080 0.004
C -2.715 1.530 2.332 -2.263 -0.660 0.563 0.074
S -4.550 -2.676 0.233 -0.446 -2.063 1.221 0.003
H -2.357 0.543 4.256 0.416 0.176 -0.115 0.027
H 0.349 -1.618 7.939 -0.509 -0.040 0.770 0.000
H 0.427 5.828 4.679 0.237 0.564 -0.415 0.003
C -2.557 -0.549 -2.057 -1.977 -0.514 -0.212 0.003
C -1.338 4.488 -0.621 1.466 -0.679 1.253 0.005
C 1.880 2.315 -4.060 -0.480 0.819 -0.237 0.000
H -4.823 -4.827 -1.049 -0.354 0.454 0.434 0.000
C -5.349 0.734 2.702 1.170 0.070 0.330 0.065
F 2.831 2.423 -3.079 0.138 0.464 -0.977 0.001
H 2.583 3.824 -5.558 0.283 0.081 0.608 0.000
C 0.224 -1.910 5.950 -1.086 -1.702 -2.949 0.005
H -0.781 -2.672 -3.986 -0.122 -0.421 0.110 0.000
H -1.071 2.012 -6.539 -0.133 -0.202 0.130 0.000
H -0.641 3.774 -1.037 -0.124 -0.198 -0.194 0.001
C 6.137 0.225 -2.775 0.852 0.442 0.011 0.000
H 3.314 4.030 1.918 0.135 0.670 -0.029 0.001
F 0.742 1.418 4.429 -0.240 -0.634 0.072 0.003
C -3.083 0.821 3.506 2.146 0.260 0.311 0.187
S 2.470 -3.792 -4.706 -1.310 -1.791 2.208 0.000
C 7.243 -0.042 -1.963 -2.184 -0.207 -0.526 0.000
F 8.477 0.144 -2.470 -0.030 -0.148 0.451 0.000
C 0.799 2.935 -6.096 -1.498 0.330 -0.550 0.000
H 1.228 2.183 0.776 -0.146 0.277 -0.031 0.000
H 4.413 -5.201 -4.833 -0.108 -0.015 0.190 0.000
O 1.489 -4.955 -4.371 1.487 1.914 -0.726 0.000
C -3.650 1.868 1.383 1.270 0.351 -0.181 0.086
H 2.666 1.914 2.694 0.151 -0.157 0.159 0.003
C -0.369 -1.794 7.152 0.281 1.086 2.344 0.008
H -4.674 -0.353 4.406 0.155 0.134 0.411 0.006
C -4.029 -4.095 -0.900 0.655 0.533 0.054 0.000
H -3.392 2.434 0.500 0.391 0.137 -0.056 0.003
C 2.481 -3.652 0.425 0.022 -0.405 -0.726 0.001
C -0.596 -2.141 4.829 -1.232 0.294 0.785 0.003
H -3.530 6.845 -1.492 -0.065 0.046 -0.180 0.001
F -2.226 -1.457 8.595 0.217 -0.445 -1.196 0.001
H -4.571 0.164 -2.582 0.259 0.516 0.216 0.001
H -2.233 -2.150 0.293 0.160 -0.045 0.014 0.000
C 4.118 -4.419 -4.133 -0.429 0.820 -0.184 0.000
H -0.057 -2.314 3.909 -0.566 -0.096 -0.402 0.000
H 1.879 -3.005 -2.425 0.341 -0.390 -0.135 0.000
H 1.436 2.314 -0.975 0.060 -0.640 -0.140 0.000
C 1.597 1.668 -0.112 -0.327 -0.979 1.770 0.001
H -4.683 -0.867 -4.738 0.180 -0.287 -0.302 0.000
H -3.180 -4.616 -0.458 -0.005 0.071 0.222 0.000
C -1.745 -1.745 7.331 0.513 0.021 0.383 0.004
H 1.331 -1.900 -3.592 0.374 0.214 -0.428 0.000
C 1.816 3.140 -5.226 1.516 -0.828 1.189 0.000
C -0.205 1.327 -4.694 0.477 -1.231 1.283 0.000
H -2.554 -0.138 -1.058 -0.208 0.435 0.015 0.003
C 4.850 0.087 -2.279 0.848 0.150 -1.054 0.000
H -5.742 1.824 0.829 -0.034 -0.016 0.003 0.029
H 1.951 -6.183 -0.396 0.049 -0.140 -0.665 0.000
C 6.998 -0.536 -0.687 1.524 0.603 -0.443 0.002
H 5.713 -1.065 0.834 -0.811 -0.203 -0.012 0.003
C 0.919 5.028 4.146 0.056 -0.196 0.352 0.007
O -5.389 -3.425 1.265 0.505 0.967 -0.934 0.003
H -3.720 -3.754 -1.888 0.028 0.365 0.017 0.000
H -3.621 7.214 0.914 -0.099 -0.063 0.068 0.002
C 0.460 3.786 4.530 0.518 -2.056 -0.524 0.011
C -2.031 -2.161 4.989 2.683 -0.106 -0.181 0.005
H 3.072 -4.457 0.863 -0.283 -0.228 -0.014 0.001
H 0.204 -6.383 -0.326 -0.039 0.028 0.141 0.000
H 6.283 0.583 -3.784 0.114 0.057 -0.094 0.000
C 5.715 -0.730 -0.193 1.003 0.617 -0.666 0.003
H 3.131 -1.992 -3.227 -0.249 0.281 0.035 0.000
C -3.007 6.424 0.507 0.385 -0.163 0.566 0.009
C -1.595 -2.078 -3.597 -1.901 0.272 -2.056 0.001
C -0.264 2.072 -5.824 0.662 0.560 -0.540 0.000
H 4.830 -3.595 -4.178 0.051 0.065 -0.197 0.000
H -0.846 -1.754 -1.595 0.218 -0.037 -0.157 0.000
H 0.714 3.539 -6.987 0.311 0.093 -0.135 0.000
H -0.663 4.245 1.490 0.203 -0.431 -0.393 0.000
C -2.715 -1.796 -4.483 0.979 -0.287 1.751 0.000
H -2.637 -3.311 1.584 -0.132 -0.147 -0.185 0.000
C 2.190 -2.527 -3.354 0.120 -0.762 -0.556 0.000
H -3.654 -2.003 6.308 -0.060 0.081 0.459 0.001
C -2.135 5.242 -1.410 -1.165 0.741 0.289 0.002
C 4.642 -0.392 -1.019 -0.615 -1.345 1.110 0.000
F -2.863 -2.411 -5.650 0.821 -0.808 -1.090 0.000
C 0.558 -0.420 1.682 1.629 0.510 -0.798 0.002
O 0.004 -4.172 1.340 1.169 -0.413 -2.139 0.000
C -5.006 1.545 1.569 -0.782 -0.857 1.148 0.228
O 1.279 -0.951 -0.930 0.132 0.760 0.924 0.001
F -1.428 1.901 2.265 1.275 0.514 -0.532 0.006
```
Forces are in eV/Å.

Output
- multiplicity = 2
- E_LUMO (alpha / beta) (eV) = 1.69 / 1.66
- gap between HOMO and LUMO (alpha / beta) (eV) = 1.380 / 6.426
- net charge = -1

Here is a 2-piece molecular cluster, CH2BNO2 overall from OMol25. Energies are from ωB97M-V/def2-TZVPD.

XYZ file:
```
7
Properties=species:S:1:pos:R:3:forces:R:3:nbo_charge:R:1
C 0.146 -1.226 0.734 2.428 -1.584 -1.141 -0.105
H 0.154 1.512 -2.441 -0.574 -1.539 1.186 0.469
B -0.886 -0.613 1.617 1.688 -0.944 -1.629 1.001
O -1.464 -0.231 2.561 -1.812 1.107 1.964 -0.720
O 0.159 0.928 -1.616 -0.892 0.975 -2.759 -0.927
N 1.081 -1.798 0.320 -2.287 1.415 0.764 -0.178
H 0.810 1.428 -1.176 1.449 0.570 1.615 0.460
```
Forces are in eV/Å.

Output
- E_LUMO (eV) = 0.08
- gap between HOMO and LUMO (eV) = 12.121
- SMILES = N#CB=O.O
- energy above the lowest of the compared OMol25 structures with the same formula, charge and spin (kJ/mol) = 195.4

Here is C2H2FInLiO as an isolated structure from OMol25. Energies are from ωB97M-V/def2-TZVPD.

XYZ file:
```
8
Properties=species:S:1:pos:R:3:forces:R:3:lowdin_spin:R:1
F 1.266 -1.214 -0.145 -0.946 -1.354 0.309 0.070
C -0.149 -1.155 -0.103 -0.745 -0.575 0.458 0.011
O 0.148 1.128 -0.155 -0.742 2.931 -1.296 0.245
C -0.697 0.053 -0.211 -0.771 -1.418 -0.354 0.204
H -0.546 0.936 -1.259 -0.788 -0.526 1.150 -0.009
H -0.591 -2.065 0.287 0.091 -0.255 -0.903 0.002
Li -1.478 1.617 1.399 -0.426 0.042 -0.038 0.003
In 2.046 0.699 0.186 4.328 1.157 0.674 0.474
```
Forces are in eV/Å.

Output
- multiplicity = 2
- E_LUMO (alpha / beta) (eV) = -9.86 / -12.66
- gap between HOMO and LUMO (alpha / beta) (eV) = 9.249 / 6.250
- net charge = +2

Here is a 2-piece molecular cluster, C2H8N2O overall from OMol25. Energies are from ωB97M-V/def2-TZVPD.

XYZ file:
```
13
Properties=species:S:1:pos:R:3:forces:R:3:nbo_charge:R:1
H 3.502 -1.180 -0.698 -2.555 -1.410 1.737 0.169
C -3.566 3.329 -0.389 -2.017 1.250 3.826 0.243
H -3.374 4.200 -1.115 0.471 -0.962 1.233 0.129
N 2.021 -1.434 1.096 0.488 -0.984 -1.635 -0.841
N 1.950 -2.605 -1.301 -1.081 2.485 1.250 -0.860
C 2.713 -1.984 -0.179 3.850 -1.060 -0.936 -0.051
H 1.022 -1.596 1.223 -0.369 0.455 -1.543 0.358
H 1.031 -2.755 -0.952 -0.934 -0.285 -0.146 0.350
H 3.494 -2.866 0.045 -1.513 2.085 0.640 0.154
H 2.286 -3.452 -1.682 0.764 -0.870 0.109 0.366
O -3.599 3.430 0.879 0.817 -0.209 -5.150 -0.495
H -4.088 2.469 -0.857 0.731 -0.080 0.092 0.123
H 2.240 -2.053 1.850 1.348 -0.414 0.523 0.355
```
Forces are in eV/Å.

Output
- E_LUMO (eV) = 0.33
- gap between HOMO and LUMO (eV) = 9.363
- SMILES = C=O.NCN
- energy above the lowest of the compared OMol25 structures with the same formula, charge and spin (kJ/mol) = 379.1

Record-wise max |F| values, in eV Å⁻¹: 2.92, 3.96, 3.99, 3.12, 4.53, 5.22
Record-wise calculated total energy values, in eV: -29215.884, -10835.003, -123353.683, -7330.997, -12225.986, -7228.399